No. 1
The following is a DFT calculation (ωB97M-V with the def2-TZVPD basis set) of a structure of composition C30H20Br2N2OPRuS5.

Positions of all 62 atoms, in Å:
Ru -0.0315 -0.5780 0.1716
Br 0.8554 3.3126 -2.9648
C 1.8952 1.7755 -2.6750
C 3.0836 1.5948 -3.4118
C 3.8566 0.4879 -3.2255
Br 5.4287 0.2795 -4.2425
C 3.4795 -0.4960 -2.2782
C 4.1874 -1.6857 -2.0094
C 3.7217 -2.5684 -1.0709
C 2.5436 -2.2781 -0.3797
N 1.8497 -1.1753 -0.6050
C 2.2947 -0.2806 -1.5532
C 1.4753 0.8531 -1.7525
O 0.3466 0.9711 -1.0427
H 3.3761 2.3438 -4.1344
H 5.0987 -1.8932 -2.5546
H 4.2487 -3.4870 -0.8555
H 2.1507 -2.9515 0.3707
N 0.6920 1.2168 1.8778
C -0.1858 2.3570 1.7831
C 0.2593 3.6244 2.1350
C -0.6059 4.7039 2.0694
C -1.9267 4.5217 1.6739
C -2.3645 3.2607 1.3107
C -1.4901 2.1757 1.3371
P -2.0264 0.5344 0.7754
C -3.1728 -0.0105 2.0731
C -2.6515 -0.6332 3.2070
C -3.4729 -0.9450 4.2797
C -4.8245 -0.6327 4.2306
C -5.3483 0.0043 3.1151
C -4.5278 0.3212 2.0419
C -2.9977 0.8041 -0.7290
C -2.6483 1.8334 -1.6019
C -3.3109 1.9662 -2.8147
C -4.3151 1.0741 -3.1632
C -4.6516 0.0340 -2.3060
C -3.9877 -0.1095 -1.0989
H 1.6620 1.5031 1.8112
H 0.5762 0.7484 2.7713
H 1.2814 3.7632 2.4704
H -0.2516 5.6901 2.3413
H -2.6064 5.3628 1.6378
H -3.3852 3.1191 0.9749
H -1.6010 -0.8858 3.2545
H -3.0588 -1.4343 5.1520
H -5.4686 -0.8803 5.0648
H -6.3993 0.2610 3.0798
H -4.9472 0.8342 1.1878
H -1.8527 2.5210 -1.3463
H -3.0365 2.7680 -3.4894
H -4.8317 1.1833 -4.1085
H -5.4257 -0.6707 -2.5814
H -4.2362 -0.9394 -0.4486
S -3.6221 -6.9581 0.0933
C -2.7690 -5.5929 0.0376
S -1.9020 -4.9512 1.4046
C -1.3160 -3.5033 0.6578
C -1.7055 -3.2949 -0.6823
S -1.2894 -1.9921 -1.6652
S -2.7156 -4.5390 -1.3466
S -0.3154 -2.4945 1.5769

Cartesian forces (eV/Å) of the 2 atoms listed first:
0.5 0.2 -0.6
0.0 0.0 0.0

Values from the calculation:
molar mass	876.69	g/mol
2S+1	5
HOMO-LUMO gap (spin up / spin down)	0.25703 / 0.21282	Ha
total charge	+1
relative energy (zero: lowest compared OMol25 entry of this formula, charge and spin)	0.0	kcal per mole
energy	-242589.719	eV
LUMO energy (spin up / spin down)	-3.22 / -5.14	eV
maximum force	0.8	eV/Å

***

No. 2
The following is a DFT calculation (ωB97M-V with the def2-TZVPD basis set) of an isolated molecule of C3H7NO2S in a non-equilibrium geometry.

Positions of all 14 atoms, in Å:
O 0.8205 -0.3946 2.3550
C -0.1270 -0.8385 1.7852
O -1.0092 -1.7488 2.2973
N -0.2719 -0.6381 0.4266
C 0.5009 0.6381 0.0249
C 0.4473 0.8883 -1.5365
S -1.4125 0.7091 -2.0246
H -0.6202 -2.2186 3.0430
H -1.0649 -0.9705 -0.0365
H 0.3814 1.6945 0.4458
H 1.5626 0.4988 0.2630
H 0.8092 1.9877 -1.7512
H 0.9108 0.1215 -2.1514
H -0.9269 0.2711 -3.1406

Cartesian forces (eV/Å) of the 2 atoms listed first:
0.5 0.5 1.7
0.1 -1.7 -1.5

Values from the calculation:
SMILES string	O=C(O)NCCS
molar mass	121.16	g/mol
2S+1	1
HOMO-LUMO gap	0.37197	Ha
total charge	0
relative energy (zero: lowest compared OMol25 entry of this formula, charge and spin)	29.4	kcal per mole
energy	-19644.330	eV
LUMO energy	0.70	eV
maximum force	4.4	eV/Å

***

No. 3
The following is a DFT calculation (ωB97M-V with the def2-TZVPD basis set) of a structure of composition C20H13N9S5Sn in a non-equilibrium geometry.

Positions of all 48 atoms, in Å:
Sn 0.3105 -0.9056 -0.8833
N 0.1326 -3.1310 2.2805
C 1.0437 -2.1591 2.4423
N 1.3814 -1.2994 1.5359
C 2.2716 -0.3738 2.0044
C 2.6149 -0.5198 3.3130
S 1.8106 -1.8816 4.0006
C 2.7629 0.6563 1.1204
C 3.6427 1.6359 1.4628
S 3.9730 2.6522 0.1092
C 2.8694 1.6675 -0.8426
N 2.3336 0.6956 -0.1769
N 2.5742 1.9860 -2.1122
H -0.0680 -3.3904 1.3232
H 0.1178 -3.8800 2.9535
H 3.2921 0.0654 3.8986
H 4.1226 1.8084 2.4032
H 3.2071 2.5948 -2.6048
H 2.1473 1.2513 -2.6618
N -3.5026 1.8770 0.2406
C -2.7736 2.4171 1.2749
C -3.0333 3.3751 2.2463
C -2.0136 3.6534 3.1374
C -0.7747 3.0077 3.0736
C -0.5073 2.0576 2.1158
C -1.5196 1.7657 1.2135
N -1.5176 0.8794 0.1827
C -2.6949 0.9606 -0.3772
C -3.0764 0.1669 -1.5137
C -4.2824 0.1865 -2.1621
S -4.2830 -0.9290 -3.4614
C -2.6629 -1.3484 -3.0483
N -2.1812 -0.7140 -2.0415
H -4.4490 2.1120 -0.0119
H -3.9853 3.8841 2.3098
H -2.1763 4.3932 3.9087
H -0.0126 3.2621 3.7934
H 0.4382 1.5485 2.0479
H -5.1418 0.7855 -1.9427
H -2.1156 -2.0855 -3.6022
S 0.3376 -3.4659 -1.0875
C 1.1066 -3.7400 -2.6316
C 1.2005 -5.0975 -2.9727
N 1.2341 -6.2209 -3.2095
C 1.5694 -2.7696 -3.4651
S 1.4892 -1.0517 -3.1610
C 2.1582 -3.0893 -4.6975
N 2.6302 -3.2933 -5.7248

Cartesian forces (eV/Å) of the 2 atoms listed first:
0.1 0.0 0.0
-0.4 -0.5 -0.1

Values from the calculation:
molar mass	658.43	g/mol
2S+1	1
HOMO-LUMO gap	0.24782	Ha
total charge	0
energy	-94370.953	eV
LUMO energy	-0.23	eV
maximum force	1.4	eV/Å

***

No. 4
The following is a DFT calculation (ωB97M-V with the def2-TZVPD basis set) of a cluster of 2 separate species, H2N2O3S in total in a non-equilibrium geometry.

Positions of all 8 atoms, in Å:
N -1.6363 0.1081 -0.3868
N 1.1354 -0.9073 0.2894
O 0.6430 -1.5346 1.1516
O 1.7517 -1.2416 -0.6662
O 1.4225 1.6534 -0.5040
S 0.7716 0.9389 0.5522
H -2.0404 0.2230 0.5999
H -2.0475 0.7601 -1.0361

Cartesian forces (eV/Å) of the 2 atoms listed first:
-0.2 -0.7 1.7
0.2 2.3 -1.0

Values from the calculation:
molar mass	110.09	g/mol
2S+1	3
HOMO-LUMO gap (spin up / spin down)	0.35449 / 0.29589	Ha
total charge	0
relative energy (zero: lowest compared OMol25 entry of this formula, charge and spin)	50.1	kcal per mole
energy	-19983.610	eV
LUMO energy (spin up / spin down)	0.26 / -2.47	eV
maximum force	2.6	eV/Å

***

No. 5
The following is a DFT calculation (ωB97M-V with the def2-TZVPD basis set) of an isolated molecule of C13H16N6O3S2 in a non-equilibrium geometry.

Positions of all 40 atoms, in Å:
C -6.3490 -0.9534 -0.3461
C -5.1498 -1.7850 0.0859
O -3.9269 -1.2263 -0.3957
C -3.3829 -0.2429 0.3253
O -3.8600 0.1682 1.3666
C -2.1481 0.2746 -0.2691
C -1.6307 -0.1843 -1.4777
N -0.5289 0.2852 -2.0336
C 0.0949 1.2444 -1.3585
S 1.5595 1.9055 -1.9967
C 1.9191 3.1317 -0.6864
C 1.3815 2.8268 0.6958
O 0.7798 3.6427 1.3610
N 1.8739 1.6878 1.3301
C 2.6816 0.7084 0.8452
N 3.5375 0.8209 -0.1085
N 4.1989 -0.2966 -0.3707
C 3.8941 -1.2960 0.3625
C 4.4911 -2.6492 0.2750
C 5.5539 -2.7236 -0.8139
S 2.6368 -0.9149 1.5523
N -0.2894 1.7523 -0.2037
C -1.4091 1.3116 0.3736
N -1.7525 1.8558 1.5369
H -7.2643 -1.4414 -0.0240
H -6.2991 0.0345 0.1053
H -6.3628 -0.8478 -1.4282
H -5.1059 -1.8487 1.1782
H -5.1891 -2.7872 -0.3454
H -2.1339 -0.9693 -2.0245
H 1.5005 4.0877 -1.0010
H 3.0074 3.1836 -0.6480
H 1.4625 1.5213 2.2398
H 4.9221 -2.9060 1.2476
H 3.6927 -3.3705 0.0754
H 5.9698 -3.7267 -0.8595
H 6.3523 -2.0166 -0.6090
H 5.1209 -2.4732 -1.7777
H -1.2189 2.6455 1.8681
H -2.6297 1.5711 1.9534

Cartesian forces (eV/Å) of the 2 atoms listed first:
0.4 -0.1 0.0
-0.5 -0.1 0.3

Values from the calculation:
SMILES string	CCOC(=O)c1cnc(SCC(=O)Nc2nnc(CC)s2)nc1N
molar mass	368.44	g/mol
2S+1	1
HOMO-LUMO gap	0.32128	Ha
total charge	0
relative energy (zero: lowest compared OMol25 entry of this formula, charge and spin)	32.6	kcal per mole
energy	-50495.083	eV
LUMO energy	0.23	eV
maximum force	1.7	eV/Å

***

No. 6
The following is a DFT calculation (ωB97M-V with the def2-TZVPD basis set) of a structure of composition C9H22AlN3O8P in a non-equilibrium geometry.

Positions of all 44 atoms, in Å:
Al 5.5848 -21.3900 0.5151
O 3.5769 -22.4228 -1.1851
H 2.7816 -22.1302 -1.6713
P 8.7939 -22.0986 1.8832
O 7.8336 -20.9606 2.1768
O 8.4629 -23.5219 2.3306
O 10.0813 -21.3521 2.0139
O 8.4510 -21.8383 0.4561
C 5.5972 -23.0819 4.1904
O 5.1892 -22.9520 2.9920
N 4.9146 -23.0097 5.3520
C 5.4566 -23.2441 6.6694
C 3.4300 -22.6475 5.3209
H 6.6362 -23.3741 4.4076
H 5.0819 -24.1212 7.1970
H 5.3577 -22.4526 7.4124
H 6.5321 -23.3942 6.5757
H 2.9726 -23.3825 5.9832
H 3.2175 -21.6519 5.7103
H 2.9037 -22.8467 4.3874
C 6.2284 -25.2684 1.1213
O 5.8446 -24.3474 0.3915
N 6.3573 -26.6074 0.9013
C 6.7373 -27.4740 2.0078
C 6.0229 -27.2221 -0.3668
H 6.4886 -25.0764 2.1738
H 7.7018 -27.8875 1.7133
H 6.0320 -28.3051 2.0019
H 6.7231 -26.9854 2.9820
H 5.6511 -26.6083 -1.1873
H 6.9296 -27.7024 -0.7345
H 5.2905 -28.0010 -0.1544
C 4.5881 -18.5795 3.2011
O 4.8787 -19.5046 2.4667
N 5.3528 -18.2293 4.2978
C 4.7984 -17.6049 5.4261
C 6.5287 -19.0616 4.5488
H 3.7054 -17.9229 3.1574
H 3.8562 -17.1481 5.1229
H 5.3568 -16.7681 5.8456
H 4.8493 -18.2045 6.3350
H 6.4160 -19.9860 5.1154
H 6.8719 -19.4582 3.5933
H 7.2953 -18.5137 5.0966

Cartesian forces (eV/Å) of the 2 atoms listed first:
0.9 -0.9 -0.4
-0.2 0.4 0.0

Values from the calculation:
molar mass	358.24	g/mol
2S+1	2
HOMO-LUMO gap (spin up / spin down)	0.12418 / 0.11633	Ha
total charge	-2
energy	-46421.307	eV
LUMO energy (spin up / spin down)	4.21 / 4.21	eV
maximum force	8.4	eV/Å

***

No. 7
The following is a DFT calculation (ωB97M-V with the def2-TZVPD basis set) of a cluster of 2 separate species, C2H5FS in total in a non-equilibrium geometry.

Positions of all 9 atoms, in Å:
C 0.9679 -0.8296 0.4401
C -0.3101 -0.3858 -0.1664
S 1.0348 0.8102 -0.3126
H 1.5340 -1.6034 -0.0696
H 1.0391 -0.8535 1.5244
H -0.6264 -0.8532 -1.0945
H -1.1189 -0.1039 0.4993
F -1.1420 1.9285 -0.8605
H -1.3784 1.8907 0.0398

Cartesian forces (eV/Å) of the 2 atoms listed first:
0.3 -0.3 0.2
0.4 -0.2 0.0

Values from the calculation:
SMILES string	C1CS1.F
molar mass	80.13	g/mol
2S+1	1
HOMO-LUMO gap	0.35058	Ha
total charge	0
relative energy (zero: lowest compared OMol25 entry of this formula, charge and spin)	17.1	kcal per mole
energy	-15706.614	eV
LUMO energy	0.78	eV
maximum force	1.7	eV/Å

***

No. 8
The following is a DFT calculation (ωB97M-V with the def2-TZVPD basis set) of a structure of composition C29H16BrF6GaN7O7S2.

Positions of all 69 atoms, in Å:
Ga 0.1383 -0.2172 0.0147
F 4.8289 -1.3414 2.8856
C 3.7858 -0.5483 2.7738
F 4.1700 0.7093 2.5930
F 3.0272 -0.6402 3.8532
S 2.7646 -1.0200 1.3007
O 1.6771 -0.0140 1.3589
O 2.3384 -2.3756 1.3956
N 3.7745 -0.7285 0.1339
S 3.1724 -0.2311 -1.2199
O 1.7171 -0.5292 -1.2849
O 3.9090 -0.6024 -2.3649
C 3.2851 1.6344 -1.1273
F 2.2530 2.1231 -0.4240
F 4.4069 1.9861 -0.5352
F 3.2338 2.1469 -2.3455
Br 0.6386 2.7436 9.1478
C -0.5800 1.5400 8.3481
C -1.9089 1.5450 8.7420
C -2.7921 0.6496 8.1662
C -2.3605 -0.2070 7.1567
C -1.0114 -0.2168 6.7874
C -0.1196 0.6499 7.3884
N -3.2936 -1.1396 6.6462
N -3.3341 -1.4827 5.4580
C -2.6535 -0.8314 4.4140
C -2.7200 0.5316 4.2132
C -2.1526 1.1292 3.0830
C -1.4920 0.3752 2.1392
O -0.9541 0.9009 1.0430
C -1.3967 -1.0247 2.3296
N -0.6704 -1.7234 1.4137
C -0.5291 -3.0245 1.5885
C -1.1471 -3.7216 2.6313
C -1.8836 -3.0372 3.5629
C -2.0044 -1.6413 3.4462
H -2.2383 2.2342 9.5068
H -3.8296 0.6187 8.4716
H -0.6560 -0.9352 6.0614
H 0.9255 0.6368 7.1120
H -3.2370 1.1462 4.9384
H -2.2042 2.2016 2.9489
H 0.1253 -3.5555 0.9161
H -1.0231 -4.7930 2.6971
H -2.3658 -3.5475 4.3864
O -3.9088 -0.1651 -6.4707
N -3.4363 -0.9880 -5.7179
O -3.5652 -2.1891 -5.8424
C -2.6590 -0.4728 -4.5660
C -2.6403 0.8742 -4.4346
C -1.9285 1.5063 -3.3794
C -1.8496 2.9027 -3.2396
C -1.1476 3.4251 -2.1841
C -0.5137 2.5576 -1.2912
N -0.5440 1.2438 -1.4336
C -1.2636 0.7150 -2.4367
C -1.3266 -0.7144 -2.5374
N -0.7129 -1.4099 -1.5601
C -0.5738 -2.7159 -1.6877
C -1.1282 -3.4127 -2.7538
C -1.8612 -2.7403 -3.7014
C -1.9746 -1.3351 -3.6267
H -3.1677 1.4801 -5.1571
H -2.3461 3.5395 -3.9605
H -1.0713 4.4922 -2.0348
H 0.0208 2.9424 -0.4368
H 0.0090 -3.2198 -0.9333
H -0.9948 -4.4818 -2.8334
H -2.3285 -3.2823 -4.5024

Cartesian forces (eV/Å) of the 2 atoms listed first:
-0.9 -0.3 0.0
0.0 0.0 -0.1

Values from the calculation:
molar mass	902.24	g/mol
2S+1	1
HOMO-LUMO gap	0.21441	Ha
total charge	+1
energy	-215482.150	eV
LUMO energy	-4.31	eV
maximum force	1.0	eV/Å

***

What is the maximum force in the second record? 4.4 eV/Å

***

What is the 2S+1 in the fifth record? 1

***

What is the energy in the fifth record? -50495.083 eV